No. 1
Density functional theory data (ωB97M-V/def2-TZVPD) for a 8-piece molecular cluster, C28H36N4O12 overall at a distorted geometry.

```
80
Properties=species:S:1:pos:R:3
C 14.615 8.286 6.643
C 14.791 9.671 6.798
C 15.188 9.856 8.143
N 15.227 8.654 8.763
C 14.912 7.655 7.871
H 14.317 7.641 5.824
H 14.540 10.468 6.134
H 15.349 10.714 8.750
H 15.515 8.490 9.724
H 14.816 6.632 8.263
C 14.601 8.303 16.262
C 15.013 6.940 16.037
C 14.439 6.526 14.885
N 13.622 7.506 14.447
C 13.755 8.623 15.258
H 14.812 8.838 17.139
H 15.558 6.319 16.719
H 14.477 5.543 14.523
H 13.093 7.462 13.572
H 13.300 9.540 14.999
C 21.389 8.099 9.807
C 20.924 9.387 10.143
C 21.550 9.731 11.297
N 22.388 8.732 11.673
C 22.280 7.682 10.778
H 21.102 7.537 8.901
H 20.342 9.990 9.498
H 21.540 10.549 11.954
H 22.681 8.690 12.620
H 22.753 6.742 10.974
C 17.409 9.777 11.789
C 17.150 11.123 11.564
C 15.880 11.380 12.121
N 15.405 10.209 12.646
C 16.355 9.210 12.474
H 18.244 9.259 11.423
H 17.657 11.712 10.852
H 15.235 12.259 12.186
H 14.508 10.087 13.108
H 16.205 8.162 12.793
O 16.290 5.292 11.092
C 17.453 5.323 11.271
O 18.115 6.209 12.002
C 19.461 5.751 12.148
C 19.607 4.875 10.934
O 18.268 4.396 10.710
H 20.273 6.522 12.159
H 19.512 5.160 13.064
H 20.246 3.977 11.160
H 19.973 5.535 10.122
O 12.015 9.118 12.687
C 11.247 10.011 13.054
O 11.512 10.947 13.955
C 10.358 11.803 14.108
C 9.204 10.908 13.489
O 9.962 10.130 12.567
H 10.251 12.156 15.096
H 10.462 12.757 13.548
H 8.589 11.636 12.999
H 8.795 10.224 14.219
O 20.366 8.084 14.002
C 19.605 8.705 14.667
O 19.279 9.974 14.439
C 18.544 10.492 15.525
C 18.240 9.320 16.398
O 19.098 8.281 15.882
H 19.215 11.151 16.068
H 17.634 11.011 15.206
H 17.223 8.983 16.214
H 18.510 9.467 17.491
O 12.655 13.540 11.487
C 12.283 12.786 10.646
O 11.292 11.871 10.924
C 11.332 10.847 9.889
C 12.145 11.562 8.739
O 12.805 12.603 9.446
H 11.814 9.950 10.291
H 10.330 10.567 9.530
H 11.497 11.962 7.968
H 12.873 10.913 8.271
```

Its total charge is 0. Its spin multiplicity is 1. For the molecular weight, the calculation gives 620.6 g mol⁻¹. The value obtained for the LUMO energy is 0.01787 hartree. The HOMO energy is -7.841 eV. As for the structure (SMILES): c1cc[nH]c1.c1cc[nH]c1.c1cc[nH]c1.c1cc[nH]c1.O=C1OCCO1.O=C1OCCO1.O=C1OCCO1.O=C1OCCO1. The relative energy (zero: lowest compared OMol25 entry of this formula, charge and spin) comes out at 0.0 kJ/mol. The value obtained for the HOMO-LUMO gap is 0.3060 Ha.

Atom charges from the Löwdin analysis, given in e for atoms 1 to 6: number 1, C, carries -0.12; number 2, C, carries -0.12; number 3, C, carries -0.16; number 4, N, carries 0.01; number 5, C, carries -0.12; number 6, H, carries 0.09

No. 2
Density functional theory data (ωB97M-V/def2-TZVPD) for C28H36P2SiTb as an isolated structure at a distorted geometry.

```
68
Properties=species:S:1:pos:R:3
C 1.357 2.515 0.312
C 0.184 2.631 -0.490
C -0.960 2.442 0.349
H 0.152 2.911 -1.542
C -0.493 2.241 1.685
C 0.943 2.283 1.662
H 1.592 2.272 2.538
H 2.387 2.637 -0.034
H -1.999 2.529 0.033
H -1.106 2.164 2.582
Tb 0.176 0.236 0.339
C -0.527 -2.167 -2.973
H -1.578 -2.095 -2.679
H -0.046 -2.972 -2.405
H -0.484 -2.422 -4.041
Si 0.380 -0.451 -2.744
C 2.089 -0.574 -3.490
C 2.855 0.606 -3.512
H 2.388 1.575 -3.320
C 4.235 0.544 -3.714
H 4.832 1.452 -3.663
C 4.847 -0.685 -3.995
H 5.926 -0.733 -4.155
C 4.071 -1.848 -4.055
H 4.538 -2.799 -4.324
C 2.699 -1.805 -3.773
H 2.106 -2.725 -3.751
C -0.827 0.725 -3.571
C -0.443 1.526 -4.653
H 0.458 1.278 -5.223
C -1.194 2.663 -4.988
H -0.872 3.307 -5.814
C -2.351 2.973 -4.265
H -2.926 3.866 -4.507
C -2.796 2.116 -3.251
H -3.722 2.334 -2.705
C -2.058 0.971 -2.937
H -2.425 0.278 -2.172
H 0.191 -1.078 -1.283
H 0.863 0.694 -1.801
C 2.637 -0.305 3.515
P 1.119 -0.980 2.770
C 1.338 -2.780 3.007
C -0.214 -0.577 3.986
C 0.036 -0.118 5.282
C -1.028 0.236 6.122
C -2.345 0.099 5.689
C -2.615 -0.366 4.397
C -1.564 -0.663 3.531
P -1.871 -1.096 1.760
C -3.486 -0.332 1.403
C -2.303 -2.866 1.889
H 3.491 -0.750 2.987
H 2.698 -0.549 4.582
H 2.678 0.783 3.383
H 1.009 -3.074 4.012
H 0.758 -3.334 2.260
H 2.404 -3.017 2.884
H 1.058 -0.024 5.648
H -0.817 0.612 7.127
H -3.175 0.359 6.347
H -3.651 -0.476 4.069
H -3.446 0.753 1.557
H -3.732 -0.526 0.349
H -4.267 -0.767 2.040
H -1.422 -3.481 1.660
H -3.103 -3.085 1.166
H -2.651 -3.094 2.907
```

Its total charge is +1. Its spin multiplicity is 7. For the molecular weight, the calculation gives 621.6 g mol⁻¹. The value obtained for the LUMO energy (alpha / beta) is -0.12544 / -0.11207 hartree. The HOMO energy (alpha / beta) is -10.138 / -10.209 eV. The value obtained for the HOMO-LUMO gap (alpha / beta) is 0.2471 / 0.2631 Ha.

Atom charges from the Löwdin analysis, given in e for atoms 1 to 6: number 1, C, carries -0.18; number 2, C, carries -0.22; number 3, C, carries -0.23; number 4, H, carries 0.12; number 5, C, carries -0.24; number 6, C, carries -0.22

No. 3
Density functional theory data (ωB97M-V/def2-TZVPD) for a 4-piece molecular cluster, C28H37BF4N3O13S overall.

```
87
Properties=species:S:1:pos:R:3
C 0.426 -0.498 -3.071
C 0.103 -0.279 -1.591
C -0.968 0.843 -1.380
C -2.060 0.359 -0.488
C -1.859 0.330 0.905
C -0.610 0.787 1.609
C -0.749 2.190 2.275
C 0.063 3.253 1.554
O -0.363 2.131 3.629
C -1.417 2.028 4.576
C -0.962 1.215 5.756
C -0.129 1.785 6.709
C 0.305 1.047 7.797
C -0.102 -0.269 7.943
C -0.949 -0.835 7.005
C -1.373 -0.102 5.908
C -2.877 -0.134 1.676
N -4.050 -0.587 1.160
S -5.157 -1.176 2.352
O -4.456 -1.197 3.572
O -5.800 -2.307 1.820
F -6.127 0.017 2.400
C -4.282 -0.583 -0.203
C -5.588 -1.066 -0.775
N -6.771 -0.301 -0.386
C -3.280 -0.128 -1.022
B -3.427 -0.160 -2.633
N -3.408 -1.414 -3.392
O -3.530 1.012 -3.305
H -0.469 -0.516 -3.692
H 0.961 -1.440 -3.190
H 1.084 0.297 -3.419
H -0.259 -1.200 -1.131
H 0.998 0.044 -1.068
H -1.327 1.246 -2.320
H -0.471 1.667 -0.866
H 0.225 0.816 0.911
H -0.341 0.061 2.376
H -1.804 2.492 2.215
H -0.378 3.472 0.583
H 0.080 4.147 2.174
H 1.099 2.937 1.426
H -2.292 1.528 4.141
H -1.750 3.023 4.887
H 0.167 2.820 6.593
H 0.962 1.520 8.514
H 0.219 -0.848 8.798
H -1.269 -1.860 7.130
H -2.025 -0.572 5.180
H -2.762 -0.153 2.748
H -5.529 -1.030 -1.862
H -5.730 -2.114 -0.511
H -6.570 0.558 0.098
H -7.433 -0.856 0.134
H -2.550 -1.911 -3.142
H -4.149 -2.035 -3.082
H -3.906 1.722 -2.773
C 5.666 -1.122 -0.091
C 4.682 -1.957 -0.881
O 3.432 -1.439 -0.434
C 3.633 -0.152 -0.056
O 2.761 0.635 0.132
O 4.946 0.112 0.067
F 4.754 -3.268 -0.579
H 5.861 -1.556 0.889
H 6.607 -0.957 -0.607
H 4.749 -1.839 -1.964
C 8.450 2.862 -1.773
C 7.876 1.475 -1.589
O 8.526 1.020 -0.424
C 8.840 2.123 0.331
O 9.157 2.089 1.466
O 8.715 3.244 -0.419
F 8.179 0.645 -2.620
H 9.383 2.829 -2.337
H 7.764 3.561 -2.243
H 6.795 1.456 -1.427
C -2.347 -3.590 -6.461
C -1.413 -2.593 -5.811
O -0.448 -2.381 -6.813
C -1.051 -2.600 -8.025
O -0.607 -2.271 -9.066
O -2.234 -3.237 -7.840
F -0.809 -3.104 -4.698
H -1.995 -4.612 -6.313
H -3.376 -3.503 -6.123
H -1.881 -1.644 -5.547
```

Its total charge is +1. Its spin multiplicity is 1. For the molecular weight, the calculation gives 742.5 g mol⁻¹. The value obtained for the LUMO energy is -0.16876 hartree. The HOMO energy is -11.374 eV. The value obtained for the HOMO-LUMO gap is 0.2492 Ha.

Atom charges from the Löwdin analysis, given in e for atoms 1 to 6: number 1, C, carries -0.07; number 2, C, carries -0.19; number 3, C, carries -0.10; number 4, C, carries -0.05; number 5, C, carries -0.10; number 6, C, carries -0.04

No. 4
Density functional theory data (ωB97M-V/def2-TZVPD) for C28H37FLaN7O3PS2 as an isolated structure at a distorted geometry.

```
80
Properties=species:S:1:pos:R:3
La 0.039 0.129 -0.564
C 0.366 -1.168 3.062
C 0.168 0.308 3.431
C -1.157 0.856 2.983
C -2.217 0.902 3.883
C -3.420 1.473 3.504
C -3.508 2.030 2.241
C -2.412 1.932 1.402
N -1.269 1.318 1.727
N 1.122 -1.329 1.819
C 2.530 -0.925 2.001
C 2.947 0.324 1.259
C 4.277 0.515 0.960
C 4.699 1.742 0.386
C 3.728 2.733 0.196
C 2.415 2.447 0.481
N 1.989 1.240 0.985
C 1.039 -2.706 1.353
C -0.328 -3.077 0.838
C -0.627 -4.415 0.615
C -1.880 -4.764 0.147
C -2.817 -3.757 -0.032
C -2.438 -2.452 0.213
N -1.207 -2.095 0.603
H -0.607 -1.645 2.944
H 0.889 -1.683 3.883
H 0.956 0.900 2.964
H 0.237 0.420 4.514
H -2.085 0.510 4.883
H -4.256 1.508 4.191
H -4.404 2.532 1.904
H -2.448 2.401 0.433
H 3.195 -1.734 1.695
H 2.719 -0.750 3.067
H 4.994 -0.268 1.187
H 5.742 1.920 0.156
H 3.994 3.704 -0.204
H 1.641 3.195 0.337
H 1.326 -3.419 2.143
H 1.738 -2.820 0.525
H 0.123 -5.171 0.810
H -2.129 -5.797 -0.055
H -3.823 -3.975 -0.364
H -3.154 -1.650 0.106
C -0.552 2.073 -5.526
C -1.376 1.148 -4.651
O -2.259 1.936 -3.836
P -2.175 1.998 -2.239
S -2.809 0.285 -1.438
S -0.480 2.827 -1.597
O -3.275 3.134 -1.982
C -4.660 2.895 -2.280
C -5.371 4.230 -2.254
H 0.136 1.485 -6.137
H 0.025 2.755 -4.900
H -1.197 2.661 -6.180
H -0.735 0.522 -4.029
H -2.008 0.496 -5.256
H -5.066 2.210 -1.532
H -4.745 2.423 -3.260
H -5.235 4.710 -1.285
H -6.437 4.092 -2.435
H -4.959 4.885 -3.022
F -0.019 -0.680 -2.545
C 4.013 -2.480 -2.410
N 3.719 -1.067 -2.566
C 4.405 -0.278 -3.431
C 4.087 1.031 -3.560
C 3.007 1.526 -2.789
N 2.348 0.749 -1.926
C 2.701 -0.534 -1.785
O 2.148 -1.283 -0.960
N 2.622 2.809 -2.890
H 4.816 -2.759 -3.087
H 3.124 -3.071 -2.630
H 4.309 -2.685 -1.382
H 5.208 -0.745 -3.981
H 4.629 1.670 -4.240
H 2.959 3.355 -3.663
H 1.720 3.039 -2.501
```

Its total charge is 0. Its spin multiplicity is 2. For the molecular weight, the calculation gives 772.7 g mol⁻¹. The value obtained for the LUMO energy (alpha / beta) is 0.01643 / 0.01635 hartree. The HOMO energy (alpha / beta) is -3.320 / -7.618 eV. The relative energy (zero: lowest compared OMol25 entry of this formula, charge and spin) comes out at 83.6 kJ/mol. The value obtained for the HOMO-LUMO gap (alpha / beta) is 0.1384 / 0.2963 Ha.

Atom charges from the Löwdin analysis, given in e for atoms 1 to 6: number 1, La, carries 1.73; number 2, C, carries -0.18; number 3, C, carries -0.11; number 4, C, carries -0.27; number 5, C, carries -0.03; number 6, C, carries -0.06

No. 5
Density functional theory data (ωB97M-V/def2-TZVPD) for C28H37N12ReS as an isolated structure at a distorted geometry.

```
79
Properties=species:S:1:pos:R:3
Re 0.908 0.128 0.559
C -5.813 -0.584 2.568
C -4.314 -0.728 2.278
C -3.500 -1.771 2.565
C -2.241 -1.991 2.015
C -1.641 -1.050 1.203
N -0.364 -1.358 0.713
C -0.058 -2.620 0.139
C -1.146 -3.318 -0.509
C -0.903 -4.442 -1.267
C 0.424 -4.834 -1.621
C 0.886 -5.822 -2.718
C 1.437 -4.262 -0.907
C 1.217 -3.180 -0.016
N 2.355 -2.567 0.613
C 3.583 -3.111 0.842
C 4.293 -2.300 1.662
C 3.476 -1.147 1.888
N 2.322 -1.276 1.193
C -2.350 0.191 0.928
C -3.673 0.277 1.524
N -1.807 1.313 0.345
C -2.493 2.447 0.085
C -1.720 3.333 -0.607
C -0.437 2.707 -0.740
N -0.507 1.511 -0.130
H -6.389 -0.447 1.568
H -6.059 0.332 3.181
H -6.208 -1.481 3.039
H -3.875 -2.522 3.293
H -1.713 -2.908 2.185
H -2.175 -3.054 -0.329
H -1.710 -5.107 -1.536
H 1.896 -5.489 -3.013
H 0.148 -5.855 -3.479
H 0.826 -6.861 -2.300
H 2.481 -4.433 -1.339
H 3.938 -4.083 0.486
H 5.275 -2.513 2.037
H 3.650 -0.276 2.505
H -4.281 1.217 1.396
H -3.537 2.604 0.376
H -2.127 4.309 -0.909
H 0.567 3.045 -1.014
C 4.000 3.876 0.029
N 3.076 3.962 1.144
C 2.865 5.191 1.904
C 2.297 2.871 1.339
N 2.340 1.812 0.548
N 1.403 2.904 2.372
C 0.798 1.873 3.025
N 0.389 2.142 4.243
N 0.663 0.679 2.505
H 4.670 4.760 0.096
H 3.404 3.954 -0.960
H 4.566 2.962 -0.031
H 3.378 6.067 1.468
H 3.245 5.105 2.932
H 1.752 5.450 1.995
H 3.076 1.714 -0.111
H 1.357 3.788 2.879
H 0.623 3.071 4.611
H 0.197 1.443 4.982
H 0.116 0.068 3.139
S 1.584 -0.366 -1.705
C 0.277 -0.137 -2.903
N -0.938 -0.698 -2.764
C -2.101 -0.444 -3.669
C -1.851 0.956 -4.200
C -0.464 1.041 -4.851
N 0.547 0.641 -3.910
H -0.945 -1.448 -2.059
H -3.066 -0.534 -3.122
H -2.186 -1.268 -4.448
H -2.011 1.703 -3.403
H -2.572 1.204 -4.980
H -0.228 2.052 -5.225
H -0.382 0.441 -5.708
H 1.478 1.145 -3.918
```

Its total charge is +3. Its spin multiplicity is 4. For the molecular weight, the calculation gives 760.0 g mol⁻¹. The value obtained for the LUMO energy (alpha / beta) is -0.27814 / -0.33992 hartree. The HOMO energy (alpha / beta) is -14.814 / -15.392 eV. The value obtained for the HOMO-LUMO gap (alpha / beta) is 0.2663 / 0.2257 Ha.

Atom charges from the Löwdin analysis, given in e for atoms 1 to 6: number 1, Re, carries 1.38; number 2, C, carries -0.02; number 3, C, carries -0.26; number 4, C, carries -0.03; number 5, C, carries -0.02; number 6, C, carries -0.26

No. 6
Density functional theory data (ωB97M-V/def2-TZVPD) for C28H37N4O4P2PdSSe as an isolated structure.

```
78
Properties=species:S:1:pos:R:3
Pd 0.838 0.073 0.730
C -0.983 0.817 3.522
P -0.765 -0.479 2.255
C -2.347 -0.437 1.319
N -3.445 -0.834 1.887
C -4.583 -0.830 1.127
C -5.789 -1.300 1.681
C -6.932 -1.313 0.923
C -6.907 -0.857 -0.408
C -5.743 -0.387 -0.961
C -4.560 -0.363 -0.197
N -3.415 0.149 -0.741
C -2.329 0.097 -0.025
P -0.788 0.876 -0.694
C -0.962 0.571 -2.483
C -1.222 2.717 -0.539
C -0.037 3.628 -0.867
C -1.682 3.024 0.886
C -2.368 3.057 -1.506
C -0.708 -2.026 3.367
C 0.525 -1.951 4.285
C -0.671 -3.335 2.588
C -1.942 -2.059 4.292
H -1.929 0.664 4.037
H -0.962 1.801 3.069
H -0.152 0.771 4.223
H -5.777 -1.648 2.706
H -7.860 -1.678 1.345
H -7.816 -0.877 -0.995
H -5.696 -0.025 -1.980
H -2.028 0.610 -2.698
H -0.568 -0.416 -2.693
H -0.416 1.323 -3.042
H 0.814 3.452 -0.211
H -0.370 4.660 -0.722
H 0.296 3.508 -1.895
H -0.861 2.897 1.586
H -2.544 2.427 1.195
H -1.976 4.076 0.930
H -2.051 2.989 -2.546
H -2.659 4.094 -1.316
H -3.242 2.424 -1.365
H 1.456 -1.881 3.729
H 0.528 -2.866 4.882
H 0.465 -1.113 4.981
H 0.248 -3.432 2.016
H -1.507 -3.424 1.893
H -0.732 -4.145 3.321
H -2.027 -1.177 4.923
H -1.793 -2.912 4.959
H -2.873 -2.196 3.749
C 6.326 -1.734 -5.611
C 5.484 -0.999 -4.602
C 5.687 0.353 -4.348
C 4.923 1.022 -3.401
C 3.940 0.336 -2.709
C 3.718 -1.013 -2.948
C 4.492 -1.670 -3.889
S 2.907 1.221 -1.555
O 3.694 2.330 -1.074
O 1.687 1.546 -2.273
N 2.573 0.095 -0.485
C 3.723 -0.182 0.401
C 3.334 -1.066 1.577
O 4.166 -1.738 2.162
O 2.089 -1.020 1.934
H 6.979 -1.051 -6.152
H 5.701 -2.256 -6.338
H 6.953 -2.483 -5.123
H 6.457 0.888 -4.892
H 5.091 2.069 -3.185
H 2.943 -1.526 -2.390
H 4.325 -2.726 -4.072
H 4.132 0.738 0.831
H 4.522 -0.683 -0.153
Se -0.146 -1.892 -0.347
N 1.744 2.812 2.358
C 1.406 1.882 1.761
```

Its total charge is -1. Its spin multiplicity is 1. For the molecular weight, the calculation gives 773.0 g mol⁻¹. The value obtained for the LUMO energy (alpha / beta) is 0.06046 / 0.06047 hartree. The HOMO energy (alpha / beta) is -4.735 / -4.735 eV. The relative energy (zero: lowest compared OMol25 entry of this formula, charge and spin) comes out at 48.5 kJ/mol. The value obtained for the HOMO-LUMO gap (alpha / beta) is 0.2345 / 0.2345 Ha.

Atom charges from the Löwdin analysis, given in e for atoms 1 to 6: number 1, Pd, carries 0.55; number 2, C, carries -0.22; number 3, P, carries 0.93; number 4, C, carries -0.44; number 5, N, carries 0.14; number 6, C, carries -0.21

The following energy values (in eV) correspond, in order, to the records above: -60148.841; -78503.487; -83100.631; -80754.053; -60460.440; -142029.146.